Computed, not measured: the ion C15H29N6O3 with charge +1 in a non-equilibrium geometry, with ωB97M-V/def2-TZVPD.

Last columns: bonded neighbours and bond lengths (Å).
Atoms and positions in Å:
1 N -4.54 -1.73 -0.51  C2 1.443, H25 1.012, H26 1.012
2 C -3.34 -2.02 0.23  N1 1.443, C3 1.555, C5 1.484, H27 1.110
3 C -2.43 -2.93 -0.63  C2 1.555, O4 1.400, H28 1.092, H29 1.096
4 O -1.21 -3.25 -0.01  C3 1.400, H30 0.965
5 C -2.60 -0.76 0.49  C2 1.484, N6 1.292, O24 1.346
6 N -2.92 0.45 0.15  C5 1.292, N7 1.354
7 N -1.90 1.25 0.52  N6 1.354, C8 1.293
8 C -0.99 0.49 1.05  N7 1.293, C9 1.493, O24 1.344
9 C 0.39 0.78 1.54  C8 1.493, C10 1.539, N15 1.457, H31 1.098
10 C 0.75 2.26 1.79  C9 1.539, C11 1.534, H32 1.091, H33 1.090
11 C 0.87 3.16 0.56  C10 1.534, C12 1.537, H34 1.090, H35 1.087
12 C -0.40 3.96 0.25  C11 1.537, C13 1.523, H36 1.089, H37 1.089
13 C -0.74 3.99 -1.24  C12 1.523, N14 1.478, H38 1.092, H39 1.091
14 N -1.24 2.66 -1.65  C13 1.478, H40 1.041, H41 1.020, H42 1.067
15 N 1.32 0.10 0.65  C9 1.457, C16 1.330, H43 1.046
16 C 1.23 0.01 -0.68  N15 1.330, O17 1.237, C18 1.520
17 O 0.42 0.62 -1.38  C16 1.237
18 C 2.23 -0.94 -1.32  C16 1.520, C19 1.541, C23 1.536, H44 1.094
19 C 2.19 -2.34 -0.68  C18 1.541, C20 1.535, H45 1.091, H46 1.090
20 C 3.31 -2.52 0.36  C19 1.535, N21 1.459, H47 1.091, H48 1.099
21 N 3.57 -1.25 1.01  C20 1.459, C22 1.463, H49 1.015
22 C 4.27 -0.33 0.11  N21 1.463, C23 1.536, H50 1.094, H51 1.098
23 C 3.66 -0.39 -1.30  C18 1.536, C22 1.536, H52 1.091, H53 1.091
24 O -1.39 -0.79 1.09  C5 1.346, C8 1.344
25 H -5.16 -2.53 -0.53  N1 1.012
26 H -5.04 -0.94 -0.12  N1 1.012
27 H -3.50 -2.52 1.21  C2 1.110
28 H -2.18 -2.41 -1.55  C3 1.092
29 H -3.00 -3.83 -0.89  C3 1.096
30 H -1.37 -3.85 0.73  O4 0.965
31 H 0.48 0.26 2.50  C9 1.098
32 H 1.71 2.24 2.31  C10 1.091
33 H 0.02 2.67 2.49  C10 1.090
34 H 1.69 3.86 0.73  C11 1.090
35 H 1.16 2.55 -0.30  C11 1.087
36 H -1.25 3.53 0.78  C12 1.089
37 H -0.28 4.98 0.60  C12 1.089
38 H -1.52 4.73 -1.42  C13 1.092
39 H 0.13 4.25 -1.84  C13 1.091
40 H -1.95 2.34 -0.95  N14 1.041
41 H -1.62 2.65 -2.59  N14 1.020
42 H -0.49 1.91 -1.56  N14 1.067
43 H 2.11 -0.45 1.05  N15 1.046
44 H 1.91 -1.02 -2.37  C18 1.094
45 H 1.21 -2.50 -0.22  C19 1.091
46 H 2.30 -3.10 -1.45  C19 1.090
47 H 3.00 -3.25 1.11  C20 1.091
48 H 4.21 -2.91 -0.13  C20 1.099
49 H 4.11 -1.38 1.86  N21 1.015
50 H 4.17 0.68 0.53  C22 1.094
51 H 5.34 -0.56 0.04  C22 1.098
52 H 4.26 -1.04 -1.93  C23 1.091
53 H 3.68 0.61 -1.75  C23 1.091

Summary:
- SMILES: N[C@@H](CO)c1nnc([C@H](CCCC[NH3+])NC(=O)C2CCNCC2)o1
- Gap between HOMO and LUMO: 10.257 eV
- Net charge: +1
- Molar mass: 341.44 g mol⁻¹
- ΔE to the lowest compared entry with this formula, charge and spin: 0.0 kcal per mole

These are the Mulliken partial charges, in e, on atoms 1 to 2: number 1, N, carries -0.67; number 2, C, carries 0.36